The following is a DFT calculation (wB97M-V/def2-TZVPD) of a 3-piece molecular cluster, C28H56F3NO13P2S overall.

Cartesian coordinates (Å):
1 C 6.1833 0.6456 -0.0126
2 C 6.0174 0.0946 -1.4336
3 C 6.8101 0.8657 -2.5134
4 C 5.9101 1.5643 -3.5432
5 C 5.3674 2.8924 -2.9985
6 C 4.1836 3.5527 -3.7474
7 C 3.4888 2.7199 -4.8299
8 C 2.5796 1.5623 -4.3809
9 C 1.1211 1.9293 -4.0566
10 C 0.7393 2.5603 -2.6919
11 S 0.7345 4.3777 -2.8530
12 C 1.6047 2.2203 -1.4691
13 O 2.7640 1.9030 -1.4504
14 N 0.8253 2.2916 -0.3292
15 C -0.6310 2.3309 -0.6005
16 C -1.2436 3.7210 -0.2419
17 C -0.2822 4.6201 0.5049
18 O -0.3571 4.7731 1.6870
19 C -1.3343 1.2658 0.2625
20 C -1.0454 1.4779 1.7698
21 C -2.2585 1.2992 2.6525
22 F -3.1755 0.4783 2.1281
23 F -2.8920 2.4504 2.8728
24 F -1.9392 0.7849 3.8488
25 C -0.6240 2.0033 -2.1412
26 O -0.5711 0.5902 -2.1812
27 O -1.6635 2.5028 -2.9093
28 C -3.0187 2.2345 -2.5522
29 C -3.5550 0.8843 -3.0308
30 O -3.9320 0.0966 -1.9271
31 C -3.9580 -1.3049 -2.1876
32 C -3.8644 -2.0570 -0.8769
33 H 7.1213 0.3085 0.4410
34 H 6.1725 1.7402 -0.0067
35 H 5.3689 0.3095 0.6380
36 H 6.3274 -0.9569 -1.4332
37 H 4.9513 0.1036 -1.6908
38 H 7.5147 0.2031 -3.0251
39 H 7.4187 1.6317 -2.0108
40 H 6.4838 1.7485 -4.4591
41 H 5.0856 0.8898 -3.7912
42 H 5.0906 2.7503 -1.9485
43 H 6.2144 3.5911 -2.9959
44 H 3.4431 3.8789 -3.0134
45 H 4.5462 4.4712 -4.2254
46 H 4.2492 2.3207 -5.5111
47 H 2.8732 3.4007 -5.4362
48 H 3.0231 1.0016 -3.5580
49 H 2.5183 0.8619 -5.2250
50 H 0.5226 1.0299 -4.2016
51 H 0.7926 2.6320 -4.8319
52 H -0.3314 4.3747 -3.6619
53 H 1.1587 1.6472 0.3771
54 H -2.0934 3.5782 0.4322
55 H -1.6049 4.2303 -1.1389
56 H 0.4928 5.1330 -0.0790
57 H -1.0192 0.2702 -0.0477
58 H -2.4093 1.3188 0.0842
59 H -0.6419 2.4718 1.9817
60 H -0.3000 0.7507 2.1059
61 H -0.8269 0.2972 -3.0636
62 H -3.5888 3.0421 -3.0172
63 H -3.1613 2.3117 -1.4703
64 H -2.7991 0.3576 -3.6286
65 H -4.4195 1.0537 -3.6921
66 H -4.8982 -1.5574 -2.7006
67 H -3.1237 -1.5585 -2.8562
68 H -4.1129 -3.1115 -1.0239
69 H -4.5843 -1.6277 -0.1719
70 H -2.8691 -1.9713 -0.4357
71 C 1.4054 1.9072 5.7087
72 O 1.4403 1.9845 7.1426
73 P 1.0745 0.7080 8.0020
74 O 1.1004 -0.5625 7.2726
75 O -0.3239 1.0533 8.6756
76 C -1.3989 1.3968 7.7931
77 O 2.0673 0.8593 9.2144
78 C 2.0194 -0.1344 10.2501
79 H 0.7594 2.7061 5.3480
80 H 2.4117 2.0474 5.3199
81 H 1.0211 0.9438 5.3784
82 H -1.3360 0.8364 6.8586
83 H -1.3689 2.4660 7.5835
84 H -2.3288 1.1487 8.2966
85 H 2.2304 -1.1194 9.8361
86 H 1.0423 -0.1332 10.7326
87 H 2.7840 0.1387 10.9710
88 C -4.9696 -7.5261 -3.4391
89 O -5.3181 -7.6518 -2.0526
90 P -4.3846 -7.0606 -0.9222
91 O -3.3474 -6.1359 -1.3904
92 O -3.8410 -8.3154 -0.1141
93 C -3.0358 -9.2741 -0.8066
94 O -5.4565 -6.4836 0.0756
95 C -4.9871 -5.8649 1.2856
96 H -4.9773 -8.5227 -3.8757
97 H -5.7181 -6.9066 -3.9286
98 H -3.9889 -7.0685 -3.5536
99 H -2.3719 -8.7865 -1.5225
100 H -3.6774 -9.9910 -1.3187
101 H -2.4350 -9.7867 -0.0608
102 H -4.3408 -5.0202 1.0505
103 H -4.4484 -6.5881 1.8969
104 H -5.8706 -5.5224 1.8154

Properties
Lowest unoccupied orbital energy: 0.41 eV
HOMO-LUMO gap: 9.745 eV
SMILES string: CCCCCCCCC[C@]1(S)C(=O)N[C@](CC=O)(CCC(F)(F)F)[C@@]1(O)OCCOCC.COP(=O)(OC)OC.COP(=O)(OC)OC
Largest force on an atom: 1.0 eV/A
Energy relative to the best compared isomer or geometry (same formula, charge and spin): 0.00 kJ/mol